[1]
Entry from the OMol25 dataset: a molecular structure, C44H48As2BrCl3GeLiN2O11Si (ωB97M-V/def2-TZVPD).

Geometry as XYZ:
```
114
Properties=species:S:1:pos:R:3:forces:R:3
Li -0.481389 -1.282846 1.242627 0.02 0.58 0.38
C -1.334961 -1.897811 4.236544 0.07 -0.06 -0.06
O -0.335716 -1.583828 3.257822 0.07 -0.06 0.29
C 0.937562 -1.462135 3.700955 -0.23 0.01 0.14
C 1.311881 -1.436712 5.027914 0.03 0.04 0.09
C 2.659964 -1.287342 5.344984 0.00 -0.01 0.03
Br 3.174508 -1.258405 7.165729 -0.01 0.01 -0.02
C 3.615332 -1.161607 4.368883 0.06 0.01 0.03
C 3.230560 -1.184353 3.022278 0.27 0.04 -0.03
C 1.893517 -1.335475 2.690081 -0.07 -0.02 -0.33
O 1.441347 -1.345614 1.408200 0.11 -0.16 0.55
C 4.198803 -1.054122 1.936693 0.05 -0.04 0.11
N 3.850765 -1.071069 0.672708 0.29 0.01 -0.13
C 5.029268 -0.937830 -0.051889 -0.15 -0.01 -0.01
C 5.242479 -0.898005 -1.427516 -0.01 0.01 -0.09
C 6.545191 -0.774796 -1.870694 0.01 0.01 0.03
C 7.620461 -0.688882 -0.970803 -0.04 -0.01 -0.02
C 7.421163 -0.717972 0.396242 0.00 0.02 0.03
C 6.106337 -0.841996 0.830909 0.02 -0.04 0.12
N 5.544257 -0.920870 2.095984 0.08 0.05 -0.05
H -1.008742 -2.748784 4.836571 0.00 0.00 0.00
H -2.224183 -2.164456 3.683775 -0.11 0.01 -0.10
H -1.543571 -1.032216 4.864253 0.00 0.06 0.01
H 0.576959 -1.510583 5.815379 0.03 0.00 -0.02
H 4.652537 -1.044586 4.654710 -0.03 -0.01 -0.03
H 2.247300 -1.270483 0.820429 0.09 0.04 -0.17
H 4.410446 -0.958019 -2.119477 0.07 -0.02 0.05
H 6.746054 -0.742594 -2.934010 0.00 0.00 0.03
H 8.627669 -0.600655 -1.357217 -0.03 0.01 0.01
H 8.248865 -0.645707 1.091573 -0.03 -0.01 -0.04
H 6.038504 -0.871405 2.967743 -0.01 -0.01 0.04
Cl -1.057736 -3.463976 0.915671 -0.23 -0.48 -0.11
Ge -2.572001 -2.535402 -0.457748 -0.15 0.04 -0.04
Cl -2.830535 -4.041934 -2.009837 0.11 0.02 -0.12
Cl -4.429446 -2.760397 0.681167 0.04 0.06 -0.04
C 1.540159 3.082938 -0.779071 -0.05 -0.01 0.04
O 0.721861 1.953461 -1.121267 0.00 0.02 0.03
C 0.204276 1.960394 -2.347925 -0.14 -0.22 0.08
O 0.409133 2.825503 -3.156070 -0.07 0.07 -0.15
C -0.764119 0.795566 -2.495729 0.33 0.06 0.27
C -1.611841 0.746811 -3.536967 -0.36 -0.30 -0.19
As -0.523922 0.781093 -5.164569 0.02 0.00 0.14
C -1.769211 0.764527 -6.669162 -0.03 -0.07 -0.11
C -0.316580 -1.199566 -4.743642 -0.17 0.00 0.07
C -0.203732 -1.759813 -3.528178 0.19 -0.07 -0.03
As -0.334888 -0.923282 -1.660152 -0.08 0.20 -0.80
C 1.624533 -0.681296 -1.651526 0.02 -0.05 0.28
C 0.231253 -3.201072 -3.478104 -0.11 0.12 -0.02
O 0.408802 -3.923420 -4.426496 -0.02 0.11 -0.01
O 0.451440 -3.590432 -2.214717 -0.02 -0.03 0.09
C 0.825294 -4.968561 -2.044639 -0.05 0.08 0.02
C -0.297931 -1.997623 -6.025398 0.05 0.13 0.11
O -1.318782 -2.406178 -6.502102 -0.08 -0.06 0.04
O 0.843494 -2.042065 -6.729146 0.17 0.06 0.08
C 2.081275 -1.723458 -6.078773 -0.09 -0.10 -0.05
C -2.801581 -0.182777 -3.468642 0.11 0.16 0.27
O -3.217378 -0.687453 -2.446266 0.19 -0.01 0.05
O -3.398012 -0.333066 -4.634716 -0.01 -0.15 -0.27
C -4.463781 -1.304187 -4.696774 0.06 0.13 0.03
H 1.961467 2.852741 0.194127 -0.02 -0.01 0.04
H 0.924728 3.977699 -0.716460 -0.05 0.03 -0.01
H 2.318320 3.233696 -1.523284 0.03 -0.04 -0.05
H -2.633899 1.370118 -6.409480 0.01 0.01 0.01
H -2.092070 -0.243354 -6.920080 -0.02 0.04 0.03
H -1.251572 1.214023 -7.514221 0.02 -0.01 -0.02
H 1.920310 -0.202528 -2.583334 -0.01 0.04 -0.05
H 2.059213 -1.679549 -1.600579 -0.03 0.01 -0.02
H 1.962661 -0.085663 -0.808747 -0.12 -0.03 -0.09
H 0.986682 -5.097468 -0.979635 -0.01 0.02 0.02
H 1.729046 -5.185281 -2.608382 0.04 0.01 -0.02
H 0.021363 -5.614677 -2.389182 -0.04 0.01 -0.01
H 2.830836 -1.712665 -6.862538 0.01 -0.01 -0.05
H 2.329251 -2.489532 -5.346662 -0.02 -0.04 0.02
H 2.050014 -0.746167 -5.602215 -0.03 0.10 0.02
H -4.610874 -1.500843 -5.752666 -0.01 0.03 -0.03
H -5.364211 -0.893036 -4.245463 0.00 0.02 0.03
H -4.174365 -2.213161 -4.179621 0.06 -0.05 0.05
C -2.429011 3.520417 -0.310746 -0.09 0.07 0.06
C -3.139662 2.632312 0.718024 0.16 -0.08 -0.13
C -3.983195 3.513851 1.650582 -0.03 -0.02 -0.04
C -4.081835 1.670402 -0.020847 -0.06 0.03 -0.03
Si -1.887034 1.541353 1.676966 0.04 -0.13 -0.03
O -1.251510 0.283639 0.898934 -0.47 0.04 -0.11
C -2.908117 0.997553 3.183875 0.06 -0.08 0.22
C -2.845904 1.641885 4.426246 0.05 -0.11 -0.02
C -3.655530 1.249927 5.488167 -0.01 -0.01 -0.05
C -4.558077 0.203957 5.329010 0.00 0.01 -0.01
C -4.642545 -0.450216 4.105773 0.10 0.04 -0.01
C -3.822430 -0.053219 3.055250 -0.04 0.06 -0.08
C -0.467936 2.592574 2.378401 0.13 0.06 0.10
C -0.499593 3.956639 2.690109 0.13 -0.06 0.02
C 0.576260 4.586527 3.311651 -0.01 -0.07 -0.04
C 1.714605 3.863328 3.646909 -0.04 0.05 -0.04
C 1.780006 2.511150 3.335685 -0.05 0.02 -0.03
C 0.704573 1.898478 2.705163 -0.04 0.04 -0.04
H -3.151822 4.164239 -0.831420 0.04 -0.06 0.05
H -1.935690 2.916022 -1.068697 0.10 -0.08 -0.10
H -1.676284 4.168754 0.148179 -0.05 -0.03 -0.03
H -4.698824 4.096739 1.054825 0.05 -0.04 0.03
H -3.387615 4.225066 2.227566 -0.01 -0.03 -0.02
H -4.553323 2.912897 2.362087 0.01 0.03 -0.03
H -4.751278 2.225814 -0.694160 0.05 -0.03 0.08
H -4.711869 1.112634 0.680496 0.04 0.05 -0.07
H -3.524613 0.946467 -0.618674 -0.02 0.02 -0.03
H -2.147032 2.461675 4.571111 -0.04 -0.04 -0.01
H -3.589566 1.765689 6.439837 0.00 -0.01 -0.03
H -5.202608 -0.089624 6.150183 0.05 0.00 -0.02
H -5.338628 -1.271762 3.970848 0.01 0.06 -0.01
H -3.903624 -0.568100 2.102905 0.03 0.00 0.11
H -1.371004 4.552365 2.446318 0.01 -0.02 0.03
H 0.522953 5.645211 3.537471 0.00 -0.02 0.00
H 2.544843 4.352155 4.143217 -0.02 -0.01 -0.02
H 2.665743 1.935194 3.586546 -0.03 0.01 -0.01
H 0.767063 0.850507 2.440081 -0.02 0.08 0.01
```
Forces are in eV/Å.

Values from the calculation:
lowest unoccupied orbital energy (spin up / spin down)	-1.1 / -2.3	eV
<S²>	0.75
HOMO-LUMO gap (spin up / spin down)	7.0 / 6.1	eV
max |F|	0.83	eV/A
HOMO energy (spin up / spin down)	-8.06 / -8.39	eV
total charge	0
energy relative to the best compared isomer or geometry (same formula, charge and spin)	15.5	kJ/mol
DFT total energy	-13442.9172	hartree
2S+1	2

=====

[2]
Entry from the OMol25 dataset: 6 unconnected molecules or ions with the total composition C44H48ClN8O15P (ωB97M-V/def2-TZVPD).

Geometry as XYZ:
```
117
Properties=species:S:1:pos:R:3:forces:R:3
C -0.591089 4.867720 -2.879424 0.24 -0.26 0.38
C 0.698776 5.510564 -2.384663 -0.59 0.09 -0.38
O 1.015941 4.995562 -1.107324 0.14 -0.22 0.05
C 2.405522 5.070155 -0.833819 -0.22 0.56 0.04
C 2.648371 4.625650 0.602197 0.17 -0.43 -0.03
C 3.268359 3.224711 0.737568 0.01 0.55 -0.04
C 4.674890 3.165012 0.141718 0.12 -0.06 0.47
C 5.320992 1.776727 -0.008314 0.05 0.53 -0.03
C 4.666230 0.762203 -0.994315 0.52 0.10 -0.24
C 3.813793 1.506825 -1.946826 -0.75 -0.34 0.56
N 3.025623 2.037808 -2.592300 0.38 0.13 -0.17
C 5.846556 0.236852 -1.853583 0.10 0.79 -0.68
O 5.377533 -0.630715 -2.883827 -0.05 -0.28 0.73
N 6.249675 -1.797256 -3.063413 0.09 -0.06 -0.68
O 7.294925 -1.495295 -3.454042 -0.07 -0.04 0.43
C 3.871929 -0.449039 -0.358234 -0.11 -0.89 -0.32
C 4.797408 -1.581493 -0.174597 0.31 0.40 -0.13
N 5.589365 -2.405120 -0.054146 -0.16 -0.08 0.08
C 2.727013 -0.984011 -1.291564 -0.20 -0.31 0.66
C 1.344677 -0.314533 -1.162865 -0.10 0.10 -0.54
O 0.727890 -0.133554 -2.432520 0.12 0.04 0.07
P 3.170017 -0.091142 1.352638 -0.41 0.33 0.34
O 4.501870 -0.388018 2.254021 -0.04 0.08 -0.18
Cl 2.108743 -1.852755 1.696883 0.22 0.02 -0.13
H -0.584217 3.821735 -2.565259 -0.05 -0.03 -0.14
H -0.672914 4.902152 -3.964058 -0.06 0.14 0.00
H -1.457537 5.349625 -2.425156 -0.05 0.00 -0.07
H 0.550198 6.593462 -2.336625 0.25 0.04 0.10
H 1.511336 5.329538 -3.095994 0.06 -0.16 0.09
H 2.739241 6.107114 -0.964755 0.03 -0.02 -0.04
H 2.945357 4.462321 -1.568500 0.02 -0.06 0.05
H 1.683627 4.622705 1.111423 0.01 0.13 0.01
H 3.292299 5.340830 1.119600 -0.01 0.04 -0.02
H 3.353263 3.023185 1.809676 -0.14 -0.30 -0.03
H 2.583444 2.496570 0.302857 0.05 -0.04 -0.07
H 4.751321 3.734457 -0.785237 -0.15 -0.20 -0.15
H 5.319494 3.698574 0.849536 0.06 0.07 -0.12
H 5.470755 1.347080 0.980636 -0.09 -0.26 -0.11
H 6.324904 1.974659 -0.393260 0.04 -0.11 0.08
H 6.287635 1.119972 -2.325877 0.04 -0.01 0.05
H 6.622384 -0.214395 -1.235458 -0.16 -0.25 0.06
H 2.607547 -2.033008 -1.013611 0.01 -0.01 -0.16
H 3.066575 -0.975051 -2.323845 0.08 0.26 0.00
H 1.398253 0.681826 -0.721879 0.03 0.02 -0.02
H 0.684099 -0.925561 -0.545887 0.11 0.03 0.19
H 0.840873 -0.939676 -2.944951 -0.06 -0.03 -0.01
H 4.455315 0.142746 3.058620 0.05 -0.08 0.08
C -5.910615 2.217873 -1.504713 0.01 0.01 -0.01
C -6.151781 3.575920 -1.343486 0.03 -0.08 -0.03
C -5.527317 4.495797 -2.170384 -0.09 0.09 0.09
C -4.670197 4.032621 -3.151725 -0.08 -0.10 0.08
C -4.412236 2.685436 -3.325824 0.06 -0.14 -0.05
C -5.040168 1.774462 -2.491684 -0.05 0.06 0.06
N -4.013253 5.004027 -4.040948 0.11 0.05 0.02
O -4.229865 6.183388 -3.846790 -0.02 0.00 -0.01
O -3.285944 4.569071 -4.909986 -0.03 -0.01 -0.05
H -6.402200 1.502831 -0.858171 0.01 0.00 0.01
H -6.827599 3.919839 -0.572628 0.00 0.01 0.00
H -5.705280 5.554145 -2.052502 0.06 0.02 -0.08
H -3.732543 2.352102 -4.095638 0.02 0.10 -0.02
H -4.849581 0.717025 -2.612852 0.01 0.00 -0.01
C 1.001868 -5.441317 4.955131 -0.04 0.12 0.12
C 0.717174 -4.501047 3.975355 0.01 -0.03 0.11
C -0.592205 -4.277931 3.585216 0.08 0.10 -0.12
C -1.599358 -5.006614 4.191643 0.14 -0.04 0.04
C -1.336835 -5.945079 5.175093 -0.02 -0.12 0.09
C -0.022929 -6.158678 5.556903 0.04 0.09 -0.03
N -2.990455 -4.770707 3.781826 -0.05 -0.02 -0.05
O -3.193013 -3.963518 2.898320 0.00 0.00 0.00
O -3.865826 -5.399193 4.349587 0.06 -0.01 0.00
H 2.027364 -5.615287 5.251975 0.00 -0.03 -0.02
H 1.516893 -3.943483 3.508477 0.01 -0.01 0.00
H -0.823498 -3.551890 2.819378 -0.09 -0.01 0.03
H -2.141194 -6.502482 5.631573 -0.06 0.05 -0.05
H 0.201995 -6.892527 6.318364 -0.01 -0.01 -0.01
C -7.106476 -5.252468 6.891648 -0.02 0.03 0.00
C -8.425139 -5.020283 7.261546 0.09 0.00 -0.04
C -9.044770 -3.830379 6.915841 -0.12 -0.08 0.08
C -8.325696 -2.891664 6.198428 0.07 -0.13 0.02
C -7.010633 -3.101720 5.825301 0.13 0.02 -0.05
C -6.398698 -4.294231 6.178087 -0.09 -0.03 0.10
N -8.985451 -1.633248 5.812433 -0.03 0.06 0.00
O -10.134390 -1.465924 6.170086 0.01 0.00 0.00
O -8.343216 -0.836745 5.158358 0.00 0.00 0.00
H -6.628064 -6.185780 7.158704 0.00 0.00 0.00
H -8.973628 -5.767967 7.818126 -0.01 0.01 0.00
H -10.069121 -3.638716 7.197915 0.00 0.09 -0.05
H -6.471611 -2.351129 5.266762 -0.08 0.05 -0.01
H -5.374781 -4.478751 5.890150 0.00 0.00 -0.04
C -2.422081 -8.614175 -0.713935 0.01 0.00 0.01
C -1.749221 -7.426305 -0.459159 -0.03 -0.08 0.00
C -0.883909 -7.335576 0.618944 0.00 0.15 -0.06
C -0.707780 -8.446108 1.424596 -0.09 -0.01 -0.13
C -1.372263 -9.636156 1.192234 -0.05 -0.15 0.01
C -2.236046 -9.715250 0.111690 0.00 0.09 -0.04
N 0.218412 -8.355354 2.563484 -0.07 0.06 0.11
O 0.767405 -7.288613 2.754432 0.10 -0.15 -0.15
O 0.368558 -9.342313 3.255301 0.01 -0.01 -0.02
H -3.094353 -8.681911 -1.559051 -0.01 0.00 0.01
H -1.897767 -6.568994 -1.101085 0.00 0.01 0.01
H -0.357034 -6.416266 0.828664 0.05 -0.05 0.08
H -1.219587 -10.485956 1.840608 0.07 0.05 0.05
H -2.763617 -10.638030 -0.086478 0.00 -0.01 0.01
C 5.185625 7.705210 -7.654906 -0.01 0.00 0.02
C 6.012597 7.547460 -6.550356 -0.07 0.01 -0.05
C 5.474260 7.545071 -5.273717 0.15 -0.02 0.03
C 4.107703 7.699707 -5.128867 0.06 -0.02 -0.14
C 3.267266 7.862985 -6.214780 -0.13 0.02 -0.09
C 3.816611 7.865565 -7.486852 0.09 -0.01 0.01
N 3.526167 7.680035 -3.777020 -0.02 -0.02 0.03
O 4.285751 7.548937 -2.836342 -0.01 0.01 -0.01
O 2.321572 7.788377 -3.682123 0.09 0.13 -0.01
H 5.609645 7.702062 -8.650441 0.00 0.01 0.00
H 7.078645 7.423968 -6.683034 0.00 0.00 0.01
H 6.107504 7.423843 -4.407701 -0.08 0.00 0.06
H 2.203713 7.984099 -6.072643 0.01 -0.02 0.10
H 3.174236 7.990188 -8.347600 -0.01 0.00 0.01
```
Forces are in eV/Å.

Values from the calculation:
lowest unoccupied orbital energy	-0.6	eV
HOMO-LUMO gap	8.5	eV
max |F|	1.04	eV/A
HOMO energy	-9.07	eV
SMILES string	CCOCCCCC[C@@](C#N)(CON=O)[C@](C#N)(CCO)P(O)Cl.O=[N+]([O-])c1ccccc1.O=[N+]([O-])c1ccccc1.O=[N+]([O-])c1ccccc1.O=[N+]([O-])c1ccccc1.O=[N+]([O-])c1ccccc1
total charge	0
DFT total energy	-4073.0701	hartree

=====

Q: The lowest max |F| belongs to which entry?
A: C44H48As2BrCl3GeLiN2O11Si

=====

Q: Which value of max |F| does entry 2 give?
A: 1.04 eV/A

=====

Q: Which value of max |F| does entry 1 give?
A: 0.83 eV/A